No. 1
55
Properties=species:S:1:pos:R:3:forces:R:3 method="wB97M-V/def2-TZVPD" multiplicity=4 orbital_gap_ev="3.895 / 4.509" total_charge=-2 s2=3.913
Cr 0.350 1.074 -0.191 0.284 -0.326 0.026
C -1.271 2.505 2.251 0.190 0.024 0.047
C -1.022 1.157 1.883 -0.200 -0.159 0.324
C -2.134 0.731 1.096 0.111 -0.129 -0.093
C -2.993 1.817 0.935 -0.014 0.137 0.010
C -2.456 2.912 1.658 -0.090 -0.027 -0.172
H -0.587 3.136 2.801 0.006 0.019 0.060
H -0.330 0.497 2.398 0.068 0.019 -0.151
H -2.263 -0.260 0.680 -0.029 0.058 0.009
H -3.864 1.845 0.295 -0.068 -0.012 0.007
H -2.840 3.924 1.647 -0.053 0.055 0.028
N 2.890 -2.252 0.618 -0.079 -0.130 -0.010
C 2.349 -1.011 0.446 -0.294 0.068 0.006
O 1.261 -0.731 0.950 0.202 -0.021 -0.133
C 3.120 0.007 -0.343 0.042 0.015 0.150
C 2.159 0.774 -1.250 0.006 -0.072 -0.075
H 2.248 -2.966 0.942 0.064 0.058 -0.040
H 3.588 -2.542 -0.047 -0.065 0.017 0.078
H 3.979 -0.475 -0.834 0.010 -0.012 -0.044
H 3.531 0.689 0.413 0.008 -0.013 -0.054
H 1.924 0.169 -2.133 0.011 0.060 0.075
H 2.626 1.708 -1.568 -0.076 -0.004 0.022
C -1.771 -3.166 2.263 0.010 -0.026 0.005
C -0.917 -4.030 1.383 0.052 -0.049 -0.003
C -0.102 -5.030 1.894 0.003 0.068 -0.044
C 0.715 -5.778 1.053 -0.096 0.190 -0.026
Cl 1.733 -7.034 1.736 -0.038 0.034 -0.050
C 0.754 -5.511 -0.299 0.103 -0.029 -0.046
C -0.054 -4.511 -0.836 -0.118 0.134 0.281
C -0.922 -3.800 -0.007 0.024 -0.029 -0.050
O -1.820 -2.886 -0.423 -0.007 -0.166 0.128
C -1.767 -2.385 -1.764 0.088 -0.019 0.182
C -0.530 -1.468 -1.950 -0.310 -0.034 -0.126
O 0.290 -1.752 -2.821 0.219 -0.244 -0.214
O -0.563 -0.502 -1.153 0.065 0.385 0.320
H -1.570 -3.375 3.314 -0.012 0.000 0.019
H -2.832 -3.332 2.065 0.022 0.024 -0.008
H -1.576 -2.110 2.065 -0.005 -0.005 0.013
H -0.083 -5.217 2.961 -0.032 0.019 0.003
H 1.426 -6.067 -0.939 0.002 0.002 -0.025
H 0.024 -4.255 -1.878 0.006 0.021 -0.201
H -2.668 -1.775 -1.841 0.075 -0.046 -0.113
H -1.797 -3.207 -2.485 0.065 0.018 0.013
Cl 2.022 4.826 1.260 -0.053 -0.034 -0.072
C 1.042 5.158 -0.163 0.137 0.024 0.129
C 0.963 6.457 -0.596 -0.002 0.099 -0.009
C 0.214 6.794 -1.725 0.027 -0.231 0.065
C -0.431 5.747 -2.388 -0.027 0.142 -0.077
C -0.341 4.450 -1.952 -0.324 0.189 -0.512
Cl -1.176 3.213 -2.867 0.012 -0.028 0.026
C 0.391 4.033 -0.797 0.322 0.390 0.384
N 0.464 2.827 -0.372 -0.186 -0.507 0.004
H 1.498 7.217 -0.039 -0.007 0.004 0.006
H 0.142 7.814 -2.073 -0.011 0.073 -0.022
H -1.021 5.945 -3.274 -0.039 0.003 -0.049

No. 2
62
Properties=species:S:1:pos:R:3:forces:R:3 method="wB97M-V/def2-TZVPD" multiplicity=3 orbital_gap_ev="5.640 / 4.737" total_charge=+1 s2=2.027
Pt 0.170 0.730 1.119 -0.041 0.022 -0.008
Cl 1.511 2.253 4.165 -0.105 -0.121 -0.239
C -5.415 1.028 3.671 -1.805 0.520 1.323
C -4.637 -0.051 3.054 1.772 -1.415 -1.587
O -3.478 0.134 2.654 -0.592 -0.070 0.415
N -5.188 -1.307 2.934 -2.806 2.381 0.468
C -4.595 -2.456 2.425 1.986 -1.026 0.052
H -6.340 0.658 4.111 -0.117 -0.292 -0.027
H -5.762 1.843 3.036 0.604 -0.144 -0.418
H -4.900 1.460 4.529 0.406 0.018 -0.283
H -6.183 -1.469 2.992 -0.020 1.036 0.620
H -5.318 -3.165 2.020 -0.004 0.298 -0.136
H -4.151 -2.905 3.313 0.667 -0.770 -0.468
H -3.840 -2.160 1.697 0.135 -0.487 -0.041
C -4.306 -0.134 -2.781 0.890 -0.334 0.609
C -2.902 -0.724 -3.022 0.149 0.704 1.453
O -1.957 -0.463 -2.254 -1.061 -0.679 -1.168
N -2.827 -1.553 -4.078 1.958 -1.718 -1.048
C -1.594 -2.333 -4.488 0.271 0.820 0.072
H -4.790 0.086 -3.732 -0.196 0.328 0.344
H -4.194 0.671 -2.055 0.095 0.621 -0.755
H -4.915 -0.796 -2.165 -0.029 -0.655 -0.509
H -3.549 -1.603 -4.782 -0.154 0.205 0.551
H -1.060 -2.919 -3.740 -0.938 -0.008 0.670
H -0.772 -1.699 -4.819 -0.327 0.588 -0.201
H -1.787 -3.009 -5.322 -0.560 0.177 0.135
C -1.020 5.052 -2.826 -0.153 0.053 0.355
C 0.194 4.943 -1.904 -1.504 -2.647 0.887
O 0.101 4.205 -0.911 0.046 0.450 -0.139
N 1.314 5.556 -2.209 0.819 0.471 -0.716
C 2.521 5.582 -1.361 -1.183 1.101 -0.024
H -1.675 5.767 -2.329 -0.056 0.361 -0.378
H -1.607 4.134 -2.813 0.429 -0.203 0.248
H -0.859 5.279 -3.880 0.269 0.441 0.186
H 1.236 6.158 -3.017 0.565 0.064 0.175
H 2.526 4.857 -0.548 -0.112 -0.627 -0.830
H 2.405 6.505 -0.792 0.783 0.393 -0.148
H 3.379 5.580 -2.035 0.116 -0.071 0.530
C 0.398 -3.728 5.027 0.979 -0.245 0.374
C 1.064 -3.895 3.666 -2.717 2.929 -0.913
O 0.726 -3.043 2.807 1.100 -1.427 0.553
N 1.895 -4.898 3.463 1.034 -1.087 -1.172
C 2.490 -5.243 2.141 1.032 -0.504 0.600
H -0.240 -4.554 5.342 -0.120 -0.027 -0.351
H -0.137 -2.778 5.042 -0.005 -0.295 -0.115
H 1.186 -3.686 5.779 0.054 0.106 0.243
H 2.080 -5.484 4.265 0.110 -0.102 -0.362
H 3.421 -5.790 2.286 0.137 0.050 0.663
H 2.836 -4.399 1.545 -0.769 0.294 0.272
H 1.958 -5.973 1.531 -0.855 0.505 0.137
C 6.085 0.630 0.379 0.500 -0.163 0.811
C 5.144 0.617 -0.793 -1.023 0.244 1.928
O 3.928 0.665 -0.611 0.279 -0.117 -0.704
N 5.788 0.666 -1.956 -1.165 0.858 -1.368
C 5.077 1.046 -3.209 1.202 -0.297 -0.707
H 5.618 0.947 1.311 -0.288 0.387 -0.377
H 6.900 1.304 0.117 0.207 -0.077 0.431
H 6.486 -0.340 0.673 0.153 -0.209 -0.561
H 6.793 0.678 -1.864 -0.228 0.164 -0.668
H 5.051 0.166 -3.851 -0.404 0.110 -0.055
H 5.610 1.812 -3.773 0.764 -0.154 0.209
H 4.108 1.544 -3.173 -0.175 -0.731 1.164

Taking the records one at a time from the top gives relative energy (zero: lowest compared OMol25 entry of this formula, charge and spin) values of 23.7; 796.7 kJ/mol.